(1)
Formula: C29H29N3PdSi
Source: the OMol25 dataset
Level of theory: wB97M-V/def2-TZVPD

```
63
Properties=species:S:1:pos:R:3:forces:R:3
C -3.3957 1.3376 0.2935 -0.21 -0.72 -0.30
C -3.0858 0.0587 -0.2562 -0.65 -0.24 0.36
C -2.5520 -0.7678 0.7869 -0.98 -0.17 -0.42
H -3.2937 -0.2543 -1.2763 0.25 0.13 0.25
C -2.5827 0.0009 2.0023 0.65 0.79 0.22
C -3.0946 1.2980 1.6904 -0.54 -0.50 0.76
H -3.2925 2.0920 2.4059 0.10 -0.25 -0.23
H -3.8577 2.1715 -0.2388 0.33 -0.29 0.16
H -2.2230 -1.8020 0.6911 -0.14 0.31 0.05
H -2.2734 -0.3372 2.9904 -0.18 0.03 -0.33
Pd -1.0804 0.9335 0.5814 0.80 -0.89 -0.48
C 0.5361 0.6596 1.8653 -0.63 1.79 0.97
H 0.2778 1.3842 2.6478 0.31 -0.30 0.07
H 1.4629 0.9575 1.3745 -0.54 0.01 -0.06
H 0.5265 -0.3530 2.2687 -0.20 0.20 -0.36
Si 1.5864 -1.6785 0.1391 2.20 -0.91 -0.18
C 2.3443 -2.2211 -1.4836 -0.23 0.06 -0.01
C 1.4955 -2.9082 -2.3654 0.44 0.03 -0.37
H 0.4545 -3.0874 -2.0906 0.13 0.04 -0.11
C 1.9810 -3.4072 -3.5774 -0.05 -0.02 0.07
H 1.3021 -3.9322 -4.2518 0.25 0.10 0.16
C 3.3310 -3.2545 -3.9077 -0.19 0.11 0.28
H 3.7098 -3.6574 -4.8480 -0.08 0.14 0.29
C 4.1918 -2.6088 -3.0141 -0.12 -0.02 0.13
H 5.2502 -2.5256 -3.2582 -0.25 0.02 0.09
C 3.7056 -2.0909 -1.8063 -0.22 -0.19 -0.30
H 4.3889 -1.6175 -1.1007 -0.12 -0.03 -0.24
C 1.7072 -3.0997 1.3345 0.37 0.00 0.58
C 2.2326 -4.3578 0.9751 -0.52 -0.09 0.16
H 2.8079 -4.4735 0.0515 -0.43 0.00 0.19
C 2.0118 -5.4700 1.8007 0.15 0.22 0.07
H 2.3699 -6.4525 1.4954 -0.01 0.26 0.07
C 1.3319 -5.3314 3.0143 -0.02 0.29 -0.33
H 1.1298 -6.1979 3.6416 0.07 0.18 -0.18
C 0.9331 -4.0600 3.4326 0.18 0.20 0.11
H 0.4330 -3.9285 4.3909 0.23 -0.07 -0.12
C 1.1816 -2.9442 2.6319 -0.27 -0.71 -0.22
H 0.9702 -1.9495 3.0252 -0.19 -0.31 -0.04
H 0.1517 -1.4915 -0.1410 -0.56 0.54 0.24
H 2.2595 -0.4592 0.7101 -0.15 -0.68 -0.63
C -2.0879 6.2268 2.5603 -0.26 0.82 -0.23
C -1.7982 4.9875 3.1491 0.56 -1.60 -0.30
C -1.3465 3.9332 2.3570 -0.35 0.29 1.37
C -1.2102 4.1018 0.9628 0.48 -1.86 -1.71
C -1.4431 5.3722 0.3929 -0.56 1.81 -0.14
C -1.9006 6.4279 1.1852 0.42 -0.72 -0.83
N -0.9302 3.0200 0.1021 -0.15 1.51 3.90
N -0.7824 3.3701 -1.1597 0.59 -1.11 -3.30
C -0.6068 2.2977 -2.0165 -0.08 1.34 0.85
C -0.4474 2.5089 -3.4138 -0.17 0.10 0.41
C -0.3781 1.4115 -4.2556 0.20 -0.13 0.21
C -0.4287 0.1239 -3.6867 -0.17 0.19 -0.31
C -0.6111 -0.0116 -2.3187 0.22 0.11 0.21
N -0.6396 1.0442 -1.4991 -0.03 -0.29 -0.62
H -2.4650 7.0457 3.1767 0.16 -0.26 -0.17
H -1.9330 4.8481 4.2255 0.10 0.04 -0.43
H -1.1169 2.9605 2.7909 -0.05 0.37 -0.02
H -1.2955 5.4640 -0.6832 -0.08 0.21 0.45
H -2.1070 7.3934 0.7189 0.06 -0.32 0.25
H -0.4187 3.5487 -3.7320 0.01 -0.32 -0.19
H -0.2811 1.5321 -5.3372 0.00 0.01 0.41
H -0.3640 -0.7847 -4.2814 -0.03 0.29 0.01
H -0.7411 -0.9961 -1.8628 0.18 0.40 -0.22
```
Positions in Å, forces in eV/Å.

The multiplicity is 5. Its expectation value of S² is 6.07. Its highest occupied orbital energy (alpha / beta) is -13.5144 / -13.4853 eV. As for the total charge: +2.



(2)
Formula: C29H30As2KO2P
Source: the OMol25 dataset
Level of theory: wB97M-V/def2-TZVPD

```
65
Properties=species:S:1:pos:R:3:forces:R:3
K -0.6443 -1.2705 0.0247 -0.24 0.06 0.73
O -0.3914 -4.0430 -1.2987 0.04 -0.02 0.04
C 0.1729 -3.1393 -1.9332 0.08 0.31 0.25
O -0.2924 -1.9779 -2.1430 0.37 -0.27 -1.03
C 1.5995 -3.3650 -2.4062 -0.11 -0.13 -0.16
C 1.9307 -4.6156 -2.9133 -0.01 -0.02 0.01
C 3.2024 -4.8792 -3.3965 -0.10 -0.08 0.00
C 4.1683 -3.8892 -3.3490 0.05 0.08 0.02
C 3.8570 -2.6484 -2.8139 0.02 -0.05 -0.05
C 2.5741 -2.3608 -2.3505 0.14 0.15 0.06
P 2.2320 -0.7442 -1.5295 -0.45 -0.25 0.01
C 3.9146 -0.0906 -1.2538 0.07 0.13 -0.10
C 4.5215 -0.3742 -0.0346 0.03 -0.05 0.09
C 5.8028 0.0747 0.2448 0.06 0.02 0.02
C 6.4900 0.8339 -0.6905 0.03 0.01 0.01
C 5.8910 1.1365 -1.9055 0.04 0.02 0.01
C 4.6142 0.6764 -2.1853 0.01 -0.02 -0.01
C 1.6572 0.3406 -2.8827 0.03 -0.14 -0.03
C 1.5694 1.7077 -2.6387 -0.03 0.14 0.09
C 1.1210 2.5749 -3.6218 -0.03 0.06 -0.03
C 0.7353 2.0810 -4.8603 -0.01 0.02 -0.02
C 0.8040 0.7173 -5.1035 -0.02 -0.01 -0.05
C 1.2631 -0.1486 -4.1228 -0.01 0.00 0.03
H 1.1633 -5.3784 -2.9102 0.00 -0.02 -0.01
H 3.4364 -5.8566 -3.7989 0.01 0.00 -0.01
H 5.1699 -4.0762 -3.7137 0.01 -0.02 -0.01
H 4.6322 -1.8980 -2.7552 0.03 0.02 -0.01
H 3.9888 -0.9582 0.7080 -0.04 -0.01 -0.02
H 6.2623 -0.1620 1.1959 0.00 0.00 0.00
H 7.4875 1.1925 -0.4721 0.01 0.00 0.00
H 6.4205 1.7302 -2.6400 0.01 0.00 0.01
H 4.1584 0.9143 -3.1380 0.00 -0.01 0.00
H 1.8689 2.1105 -1.6747 0.01 -0.06 -0.01
H 1.0743 3.6382 -3.4199 0.00 0.01 -0.02
H 0.3831 2.7543 -5.6313 0.00 0.01 0.00
H 0.4994 0.3171 -6.0623 -0.01 0.03 -0.01
H 1.2959 -1.2114 -4.3167 0.02 -0.02 0.02
C 0.6258 0.3308 4.3314 0.00 0.01 0.01
As -0.5688 0.5301 2.7957 -0.01 0.13 0.10
C -2.2644 0.2945 3.7584 0.02 0.01 0.07
C -0.5943 2.4833 2.5985 0.05 -0.07 0.12
C -0.1031 3.2897 3.6232 -0.01 0.01 0.02
C -0.0935 4.6707 3.5078 0.04 -0.02 0.08
C -0.5859 5.2660 2.3608 -0.03 0.05 -0.07
C -1.0846 4.4749 1.3382 -0.01 0.04 0.02
C -1.0934 3.0855 1.4381 -0.06 0.07 -0.12
As -1.7826 2.0044 -0.0454 0.07 -0.20 0.03
C -1.8118 3.3208 -1.4858 -0.02 0.02 0.03
C -3.6920 2.0391 0.4116 -0.04 0.08 -0.05
H 0.2325 0.7932 5.2365 -0.01 0.00 -0.03
H 1.6010 0.7559 4.0959 -0.01 -0.02 0.00
H 0.7462 -0.7382 4.5066 0.01 0.03 0.01
H -2.4344 1.1152 4.4548 0.02 -0.02 0.00
H -2.2118 -0.6442 4.3114 -0.03 0.01 -0.02
H -3.0958 0.2372 3.0580 0.00 0.03 0.01
H 0.2855 2.8455 4.5298 0.00 -0.02 -0.01
H 0.3008 5.2773 4.3127 0.00 0.00 0.01
H -0.5816 6.3434 2.2586 0.00 0.01 -0.01
H -1.4685 4.9582 0.4493 0.00 -0.01 -0.01
H -2.5328 4.1185 -1.3065 0.01 -0.02 0.00
H -2.0735 2.7896 -2.4000 -0.01 0.03 0.00
H -0.8151 3.7397 -1.6116 0.00 0.00 -0.01
H -3.9741 2.9877 0.8672 0.01 0.00 -0.02
H -3.9304 1.2232 1.0914 -0.01 0.03 0.03
H -4.2605 1.8964 -0.5080 0.00 -0.02 0.02
```
Positions in Å, forces in eV/Å.

Its highest occupied orbital energy is -7.8262 eV. As for the total charge: 0.



(3)
Formula: C29H30AsMnN4O2S4Sb
Source: the OMol25 dataset
Level of theory: wB97M-V/def2-TZVPD

```
72
Properties=species:S:1:pos:R:3:forces:R:3
Mn -0.8308 2.7888 0.2164 0.37 -0.05 0.31
N -0.1913 4.6015 4.1068 -0.06 -0.04 -0.15
C -0.9514 3.5966 4.6723 0.00 0.02 0.07
C -1.4991 2.9029 3.6349 -0.10 0.03 0.00
N -1.0949 3.4577 2.4596 0.13 0.17 0.00
C -0.3151 4.4649 2.7617 -0.15 -0.22 0.17
C 0.3010 5.1902 1.6766 0.04 0.19 -0.28
N 0.1809 4.7235 0.4514 0.11 0.15 0.27
C 0.8012 5.6156 -0.3743 0.07 0.07 -0.07
C 1.3092 6.6401 0.3628 0.02 0.05 -0.07
N 0.9875 6.3597 1.6752 -0.16 -0.25 0.02
H 0.3612 5.2720 4.6077 0.01 0.01 0.00
H -1.0387 3.4881 5.7379 0.00 -0.01 0.02
H -2.1763 2.0664 3.6406 0.00 -0.03 0.01
H 0.8396 5.4511 -1.4365 0.02 0.00 -0.02
H 1.8542 7.5248 0.0903 0.01 0.01 -0.03
H 1.1578 6.9550 2.4642 0.01 0.01 0.01
S -5.1855 1.5199 -1.4398 -0.07 0.00 0.00
As -3.9079 2.4702 -0.0928 0.12 -0.13 -0.05
S -2.3734 3.7090 -1.1876 -0.10 -0.02 0.05
S -2.2663 1.0389 0.5179 -0.06 0.04 0.03
S -4.5881 3.5056 1.5980 -0.11 -0.01 -0.02
C 3.1106 1.8314 0.2727 -0.05 -0.03 -0.07
C 1.6299 2.0994 0.1400 0.08 -0.26 0.02
O 0.9142 2.0001 1.1836 -0.10 0.12 -0.02
O 1.1240 2.3975 -0.9637 0.01 0.17 -0.14
H 3.2511 0.7830 0.5420 -0.02 -0.03 -0.01
H 3.5259 2.4319 1.0818 -0.01 0.03 0.01
H 3.6278 2.0405 -0.6604 0.01 0.01 -0.01
C 3.1595 -1.6473 -2.2738 0.03 0.09 -0.08
C 2.9967 -2.7381 -1.2530 0.02 -0.02 -0.04
C 3.9563 -3.7401 -1.1644 0.05 0.00 -0.02
C 3.8244 -4.7834 -0.2604 0.04 -0.04 0.00
C 2.7188 -4.8296 0.5702 0.02 -0.08 0.06
C 1.7565 -3.8324 0.4891 -0.09 -0.07 0.12
C 1.8746 -2.7856 -0.4141 -0.07 0.12 -0.01
Sb 0.4178 -1.1865 -0.5401 -0.03 0.13 -0.13
C -0.8246 -1.9084 1.0554 0.12 0.01 0.08
C -0.2675 -1.5777 2.2908 0.05 -0.03 -0.03
C -0.8995 -1.8930 3.4826 0.03 0.02 0.05
C -2.1254 -2.5339 3.4450 -0.03 -0.01 0.07
C -2.7013 -2.8385 2.2236 -0.04 -0.04 -0.02
C -2.0746 -2.5313 1.0186 -0.03 0.03 -0.06
C -2.7956 -2.8047 -0.2675 -0.05 -0.06 -0.11
C -0.4178 -1.9465 -2.3830 0.00 0.07 0.04
C -0.1981 -3.2704 -2.7534 0.03 -0.13 0.07
C -0.6627 -3.7733 -3.9571 -0.02 -0.05 -0.06
C -1.3574 -2.9376 -4.8184 0.00 -0.05 -0.03
C -1.5656 -1.6161 -4.4682 -0.03 0.04 -0.01
C -1.1029 -1.0933 -3.2600 0.03 0.00 0.01
C -1.3735 0.3503 -2.9521 0.10 0.13 0.07
H 4.1390 -1.6975 -2.7502 0.00 -0.01 0.00
H 3.0507 -0.6555 -1.8280 0.00 0.01 0.01
H 2.3988 -1.7285 -3.0542 -0.02 0.00 -0.01
H 4.8206 -3.7008 -1.8186 0.01 -0.01 0.00
H 4.5825 -5.5549 -0.2089 0.01 -0.01 0.00
H 2.5989 -5.6387 1.2805 0.01 -0.01 0.00
H 0.8948 -3.8775 1.1448 -0.01 0.00 0.00
H 0.6751 -1.0390 2.3279 0.02 0.01 0.00
H -0.4449 -1.6209 4.4270 0.00 0.00 0.01
H -2.6458 -2.7785 4.3624 -0.01 0.00 0.02
H -3.6755 -3.3125 2.1959 -0.02 0.00 0.00
H -3.7002 -3.3853 -0.0856 -0.02 0.02 0.00
H -2.1746 -3.3476 -0.9787 -0.01 -0.01 0.02
H -3.0892 -1.8654 -0.7443 0.00 0.02 0.00
H 0.3406 -3.9338 -2.0857 0.01 0.02 0.00
H -0.4829 -4.8094 -4.2163 0.00 -0.01 -0.01
H -1.7310 -3.3115 -5.7640 0.00 -0.01 -0.01
H -2.1027 -0.9578 -5.1411 -0.01 0.00 -0.02
H -1.6060 0.9027 -3.8617 -0.01 0.01 -0.02
H -0.5188 0.8383 -2.4718 -0.07 -0.04 -0.03
H -2.2249 0.4651 -2.2784 -0.03 -0.01 0.01
```
Positions in Å, forces in eV/Å.

The multiplicity is 5. Its expectation value of S² is 6.28. Its highest occupied orbital energy (alpha / beta) is -4.1786 / -4.1993 eV. As for the total charge: -1.



(4)
Formula: C29H30BN10ORb
Source: the OMol25 dataset
Level of theory: wB97M-V/def2-TZVPD

```
72
Properties=species:S:1:pos:R:3:forces:R:3
Rb 1.6986 2.0051 2.1112 -0.33 0.05 0.00
C -1.8586 -0.1929 4.8766 -0.23 -1.76 1.16
C -0.5878 0.3143 4.6912 -0.16 1.32 -1.35
N -0.5872 1.2662 3.7280 0.64 -0.61 0.54
N -1.8459 1.3382 3.2764 0.33 -0.25 0.25
C -2.6133 0.4613 3.9172 -1.03 -0.26 0.89
B -2.3639 2.3652 2.2638 -0.70 0.74 0.06
N -1.9408 2.0133 0.8326 -0.32 -0.13 0.26
C -2.7870 1.9829 -0.2333 1.50 0.16 1.35
C -2.1303 1.4291 -1.2779 0.70 -0.12 -1.51
C -0.8344 1.1631 -0.7535 -0.84 -0.11 0.31
N -0.7400 1.4863 0.5270 -0.73 0.25 -0.44
N -1.9151 3.7844 2.6805 0.16 1.23 0.50
C -2.6219 4.7633 3.3423 1.26 -0.70 -0.64
C -1.8089 5.8381 3.5669 1.09 0.37 -1.05
C -0.5908 5.4736 2.9327 0.44 -0.68 0.15
N -0.6527 4.2178 2.4509 -0.10 0.93 0.20
H -2.0730 -0.9911 5.6591 -0.19 1.30 -1.47
H 0.3175 0.0312 5.1646 0.62 -0.05 0.39
H -3.6743 0.4661 3.7431 -0.09 -0.18 -0.09
H -3.5954 2.3811 2.2980 0.48 -0.16 0.05
H -3.6978 2.4756 -0.1210 -1.47 0.34 -0.06
H -2.5112 1.3690 -2.3104 0.45 -0.20 0.76
H -0.0111 0.6447 -1.1476 0.85 -0.47 -0.94
H -3.6388 4.6931 3.5693 -1.29 -0.52 0.25
H -2.0404 6.8310 3.9248 -0.17 -0.29 0.21
H 0.3548 6.0477 2.8399 -0.88 -0.50 0.10
O 4.3180 1.0890 3.2621 0.02 -0.28 -1.71
C 5.1802 1.3112 2.0739 -0.78 0.14 0.73
C 5.5563 0.0393 1.3020 -0.38 0.43 1.90
C 4.4784 -0.7520 0.5440 -0.75 0.69 1.92
C 3.9568 0.0136 -0.6573 0.69 -0.36 0.43
C 4.3670 -0.4310 -1.8707 0.28 -0.34 -2.14
C 3.8469 0.1492 -3.0557 1.39 -2.59 -0.84
C 2.9359 1.1503 -2.9816 0.16 0.28 -0.54
C 2.7319 1.6125 -1.6988 -1.79 1.59 0.96
N 3.1721 1.1058 -0.5573 0.38 -0.86 0.23
H 4.8170 1.2268 4.0592 0.42 0.01 0.31
H 6.0641 1.8251 2.4487 0.23 -0.09 -0.30
H 4.6385 2.0015 1.4424 -0.16 0.24 -0.19
H 6.0738 -0.5011 2.1039 -0.24 -0.83 -0.44
H 6.3089 0.2868 0.6019 0.99 0.54 -0.81
H 3.5998 -0.9071 1.2259 0.76 -0.20 -0.41
H 4.9800 -1.7243 0.3463 -0.86 0.56 -0.49
H 5.0794 -1.2663 -1.9213 -0.44 0.40 -0.13
H 4.1327 -0.3427 -4.0332 -0.33 0.83 1.14
H 2.4641 1.5515 -3.8908 0.16 0.02 0.80
H 2.0518 2.4544 -1.5229 0.21 -0.11 -0.34
N -2.9484 -3.0601 -2.1504 -0.61 -0.07 0.09
C -3.3638 -3.4646 -3.3982 -1.71 -0.29 -0.04
C -4.6225 -3.8174 -3.9508 1.42 0.10 1.12
C -4.6336 -4.1606 -5.2612 -1.54 -0.06 -0.23
C -3.5200 -4.1346 -6.0815 -0.09 0.48 -1.36
C -2.3024 -3.8039 -5.5512 0.62 0.29 0.75
C -2.2237 -3.4906 -4.1682 -0.21 -0.40 -2.08
N -1.1293 -3.1090 -3.4494 0.71 -0.32 -0.44
C -1.5909 -2.8922 -2.2726 -0.67 1.09 1.63
C -0.8191 -2.4714 -1.1179 2.68 -0.43 -0.40
C 0.6076 -2.5457 -1.2278 -0.76 -0.13 0.86
C 1.3532 -2.3381 -0.0513 -0.82 0.16 -1.25
N 0.8133 -2.0234 1.1210 -0.43 -0.12 0.43
C -0.5162 -1.9666 1.1897 -0.32 0.56 0.78
C -1.3539 -2.1526 0.1044 0.04 -0.25 0.11
H -3.5500 -2.7994 -1.3613 0.69 -0.33 -0.70
H -5.5103 -3.8976 -3.3711 -0.54 0.19 0.47
H -5.6086 -4.3858 -5.6881 0.20 -0.11 -0.09
H -3.7728 -4.2035 -7.1616 0.92 -0.30 0.77
H -1.3776 -3.7053 -6.0975 -0.04 -0.13 -0.39
H 1.0490 -2.8597 -2.1825 -0.12 0.27 0.56
H 2.4244 -2.4151 -0.0484 0.35 -0.08 -0.20
H -0.9922 -1.7435 2.1689 0.64 -0.06 -0.62
H -2.4160 -2.1094 0.2337 -0.38 0.15 0.25
```
Positions in Å, forces in eV/Å.

Its highest occupied orbital energy is -8.1859 eV. As for the total charge: 0.



What did we get for relative energy (zero: lowest compared OMol25 entry of this formula, charge and spin)? Answer: 1.109, 0.078, 0.608, 0.000 eV, in the order shown.